1.
{"formula": "CH3BrI2Si", "method": "ωB97M-V with the def2-TZVPD basis set", "homo_energy_ev": [-8.74, -8.74], "e_lumo_ev": [-2.61, -2.61], "de_lowest_kj_mol": 246.0, "species": ["C", "Si", "Br", "I", "I", "H", "H", "H"], "positions_angstrom": [[-1.0570, -0.1769, -0.1563], [0.8060, -0.2416, -0.0244], [1.1066, 3.0116, 1.3720], [1.7174, -1.9109, 1.3931], [1.8118, -0.2014, -2.2125], [-1.4216, 0.6794, 0.5526], [-1.3531, -0.0564, -1.1692], [-1.6100, -1.1038, 0.2447]], "forces_ev_per_angstrom": [[-1.1054, -0.0063, 3.1774], [-0.5775, 1.0698, -0.0918], [-0.1115, -1.7783, -0.7337], [0.1065, 0.1934, 0.1696], [0.0387, 0.1736, 0.4136], [0.6418, -1.2718, -1.5783], [-0.2213, 0.5120, -0.8359], [1.2286, 1.1077, -0.5210]]}

2.
{"formula": "CH3BrNOSi", "method": "ωB97M-V with the def2-TZVPD basis set", "homo_energy_ev": -3.47, "total_charge": -1, "e_lumo_ev": 3.57, "species": ["N", "C", "O", "Si", "H", "H", "H", "Br"], "positions_angstrom": [[-0.6736, -0.0974, 2.6081], [-0.5325, 0.5794, 1.6819], [-0.3674, 1.3172, 0.6447], [0.2092, 0.4148, -0.8062], [-0.1444, 1.2343, -2.0077], [1.6791, 0.3759, -0.6174], [-0.3409, -1.0289, -0.7915], [0.1705, -2.7953, -0.7119]], "forces_ev_per_angstrom": [[-0.0621, 0.2122, 0.1445], [0.0575, 0.0865, -0.2473], [0.1777, -0.2322, -0.3412], [-0.5383, -0.1719, 0.2264], [0.1810, 0.3881, 0.3305], [-0.0084, 0.2752, -0.0798], [-0.2033, 1.5613, 0.0304], [0.3959, -2.1192, -0.0635]]}

3.
{"formula": "CH3BrO", "method": "ωB97M-V with the def2-TZVPD basis set", "homo_energy_ev": [-6.79, -10.89], "e_lumo_ev": [0.67, -0.54], "multiplicity": 3, "s_squared": 2.00, "de_lowest_kj_mol": 136.1, "species": ["C", "O", "Br", "H", "H", "H"], "positions_angstrom": [[0.0521, -0.3755, 0.0274], [0.3538, 0.2489, -1.0505], [1.1018, 0.1007, 1.5333], [-2.0192, 0.1954, 0.6018], [-0.4730, -1.2375, -0.0886], [0.9845, 1.0679, -1.0234]], "forces_ev_per_angstrom": [[2.1420, 1.7144, 2.8090], [2.0238, 3.3780, -3.7332], [-0.3298, -0.5381, 0.0057], [-0.8528, 0.2799, 0.2114], [-1.1400, -2.4527, 0.1374], [-1.8432, -2.3814, 0.5697]]}

4.
{"formula": "CH3BrO2P", "method": "ωB97M-V with the def2-TZVPD basis set", "homo_energy_ev": -4.40, "total_charge": -1, "e_lumo_ev": 3.49, "de_lowest_kj_mol": 36.4, "species": ["C", "O", "O", "P", "Br", "H", "H", "H"], "positions_angstrom": [[0.1296, -0.1552, 0.0052], [1.3276, -2.3219, -1.2951], [1.3886, -2.3249, 1.2824], [1.2345, -1.6355, -0.0026], [3.8779, 0.5228, -0.0053], [-0.4346, -0.1392, 0.9379], [0.7388, 0.7412, -0.0664], [-0.5290, -0.2201, -0.8590]], "forces_ev_per_angstrom": [[0.5728, -0.4063, 0.0708], [0.1248, 0.6468, -0.2203], [0.0844, 0.6754, 0.1935], [-0.4247, -0.3141, 0.0211], [-0.6739, -0.4054, -0.0087], [0.0964, -0.1014, -0.0571], [0.1730, -0.0044, -0.0073], [0.0471, -0.0906, 0.0081]]}

5.
{"formula": "CH3BrO2S", "method": "ωB97M-V with the def2-TZVPD basis set", "homo_energy_ev": -10.45, "e_lumo_ev": -0.31, "de_lowest_kj_mol": 93.2, "species": ["C", "O", "O", "S", "Br", "H", "H", "H"], "positions_angstrom": [[0.2096, 0.0918, 0.0890], [-0.1656, -2.1614, 1.8984], [1.2409, -0.3200, 0.9588], [1.1063, -1.3215, 2.2470], [0.5433, 0.2518, 3.7018], [0.0474, 1.0666, 0.3848], [-0.6002, -0.6270, 0.0518], [0.5622, -0.0591, -0.8413]], "forces_ev_per_angstrom": [[-0.9442, -2.1454, 2.0913], [4.1821, 2.4462, 1.7362], [2.1572, -1.4490, 1.5020], [-4.8999, -1.7542, -3.5305], [-0.2617, 0.2020, 0.5506], [-1.2220, 2.0413, -0.0040], [-0.7485, 0.2807, 0.9598], [1.7370, 0.3785, -3.3054]]}

6.
{"formula": "CH3Cl", "method": "ωB97M-V with the def2-TZVPD basis set", "homo_energy_ev": -10.78, "e_lumo_ev": 1.14, "de_lowest_kj_mol": 27.1, "species": ["C", "Cl", "H", "H", "H"], "positions_angstrom": [[-0.0870, -0.0004, -0.0093], [1.6255, 0.0065, -0.0171], [-0.3882, -0.2248, 0.9380], [-0.5979, 1.0201, -0.2850], [-0.5524, -0.8014, -0.6267]], "forces_ev_per_angstrom": [[-2.5485, 1.5247, -2.6680], [1.2634, 0.1203, -0.3684], [-0.8120, -0.4212, 2.7343], [1.3595, -1.8721, 0.3151], [0.7375, 0.6484, -0.0130]]}

7.
{"formula": "CH3Cl2N3", "method": "ωB97M-V with the def2-TZVPD basis set", "homo_energy_ev": -7.58, "e_lumo_ev": 0.16, "de_lowest_kj_mol": 225.0, "species": ["C", "N", "N", "N", "Cl", "Cl", "H", "H", "H"], "positions_angstrom": [[0.7705, 0.3470, 0.0949], [0.8422, 1.5545, 0.1725], [1.1192, -0.8876, 0.1247], [-1.5143, -0.1056, -0.6534], [-1.6325, -1.5959, 0.2564], [-2.2143, 1.0570, 0.2915], [0.3255, 2.3032, -0.2430], [1.9692, -1.1164, -0.3229], [0.3345, -1.5562, 0.2794]], "forces_ev_per_angstrom": [[-1.5426, 2.6533, -1.0909], [0.8683, -2.6477, 0.5815], [-0.3145, 0.5587, 0.7168], [1.8400, -0.8862, -0.3847], [-0.4145, -0.9382, 0.0052], [-1.0090, 1.8810, 0.8734], [-0.5057, -0.0157, -0.2216], [0.8643, -0.5558, -0.3633], [0.2137, -0.0494, -0.1165]]}

8.
{"formula": "CH3Cl2N3O", "method": "ωB97M-V with the def2-TZVPD basis set", "homo_energy_ev": [-9.66, -7.24], "e_lumo_ev": [0.00, -1.47], "de_lowest_kj_mol": 499.6, "species": ["C", "N", "N", "N", "O", "Cl", "Cl", "H", "H", "H"], "positions_angstrom": [[0.0624, -0.3302, 0.3489], [-0.6388, -1.2278, 0.7494], [-0.0068, 0.7028, -0.4265], [2.8012, -0.1988, 0.6476], [-1.0951, 1.2662, -0.9587], [3.8480, 1.1470, 0.8129], [3.2960, -1.2087, -0.5942], [-0.4770, -2.0673, 1.2518], [0.8709, 1.1641, -0.6721], [-1.3909, 0.8117, -1.7323]], "forces_ev_per_angstrom": [[1.3894, -0.6591, 0.2255], [-1.7867, -0.3099, -0.0786], [2.9971, 0.5882, -0.3407], [-0.3086, 0.0052, 0.8307], [-2.1738, 1.8637, 0.3617], [-0.1274, -0.0135, -0.2615], [0.2090, -0.1536, -0.4852], [0.4995, -0.2712, 0.4465], [-0.6789, -0.1086, 0.2161], [-0.0196, -0.9412, -0.9145]]}

9.
{"formula": "CH3Cl2N4", "method": "ωB97M-V with the def2-TZVPD basis set", "homo_energy_ev": [-14.22, -14.21], "total_charge": 1, "e_lumo_ev": [-6.30, -6.30], "de_lowest_kj_mol": 347.3, "species": ["C", "N", "N", "N", "N", "Cl", "Cl", "H", "H", "H"], "positions_angstrom": [[0.5753, -0.6907, -0.9872], [-0.6008, -1.0083, -0.6608], [0.2128, 0.3455, 0.9448], [1.1285, 0.1603, -0.1358], [-0.9424, -0.2033, 0.4326], [2.5732, 0.9210, -0.1958], [-2.3047, 1.0986, -0.2384], [0.9586, -1.1954, -1.8995], [0.0788, 1.3071, 1.3773], [-1.6792, -0.7349, 1.3628]], "forces_ev_per_angstrom": [[1.3035, -0.4443, -1.1554], [-3.1803, -0.9154, 1.3822], [-0.0326, 0.5161, 0.0464], [-0.3424, 0.7130, 0.4012], [-3.2427, -1.4922, 2.6308], [0.8597, 0.5359, 0.1218], [0.7478, -0.3424, 0.4242], [0.4763, 0.8760, 0.8937], [0.5417, -1.2228, -1.0328], [2.8690, 1.7762, -3.7121]]}

10.
{"formula": "CH3Cl2PS", "method": "ωB97M-V with the def2-TZVPD basis set", "homo_energy_ev": -9.45, "e_lumo_ev": 0.33, "de_lowest_kj_mol": 51.9, "species": ["C", "P", "S", "Cl", "Cl", "H", "H", "H"], "positions_angstrom": [[-1.0565, -0.0385, -0.0008], [0.9587, -0.1126, 0.0170], [1.6490, -1.9047, 0.0593], [1.4572, 0.9197, -1.5188], [1.5167, 1.0092, 1.6352], [-1.4958, -0.9940, 0.0284], [-1.4906, 0.6714, 0.6322], [-1.5386, 0.4494, -0.8524]], "forces_ev_per_angstrom": [[2.0229, 1.1180, -1.5251], [-3.3172, -1.9859, 1.7796], [-0.1419, 0.4751, 0.0077], [0.6796, 1.4663, -1.7058], [-0.2340, 0.0090, -0.3922], [-0.0656, -1.3045, 0.5882], [-0.0349, 0.5600, 2.3926], [1.0911, -0.3380, -1.1450]]}

11.
{"formula": "CH3ClFN", "method": "ωB97M-V with the def2-TZVPD basis set", "homo_energy_ev": -9.91, "e_lumo_ev": 0.65, "de_lowest_kj_mol": 268.7, "species": ["C", "N", "F", "Cl", "H", "H", "H"], "positions_angstrom": [[0.1438, -0.0528, -0.1491], [1.8267, -0.6427, -0.3865], [2.2024, -1.4478, 0.6505], [2.8622, 0.7740, -0.1946], [-0.0592, 1.0199, 0.0946], [-0.3156, -0.3698, -0.9710], [-0.1933, -0.7082, 0.7322]], "forces_ev_per_angstrom": [[3.4179, -0.9165, 5.2484], [-2.6549, 2.5227, -0.8166], [-0.5283, -0.4030, 0.8861], [-0.2717, -0.1629, -0.1150], [1.0613, -0.8835, -0.3423], [-1.5906, -1.1864, -3.5930], [0.5662, 1.0296, -1.2677]]}

12.
{"formula": "CH3ClFNO3S", "method": "ωB97M-V with the def2-TZVPD basis set", "homo_energy_ev": -11.01, "e_lumo_ev": -1.24, "de_lowest_kj_mol": 133.0, "species": ["C", "N", "O", "O", "O", "F", "S", "Cl", "H", "H", "H"], "positions_angstrom": [[-1.5235, 0.4858, -0.5692], [0.3988, 0.2656, 1.1703], [1.3814, -0.5721, -1.0821], [2.5758, -0.8313, 1.0763], [-1.2417, -0.0537, 0.6288], [0.7276, -2.2513, 0.4835], [1.4281, -0.8391, 0.3026], [1.2051, 1.6699, 0.6539], [-1.1446, 1.5363, -0.5785], [-2.6213, 0.5087, -0.5112], [-1.1856, 0.0812, -1.5744]], "forces_ev_per_angstrom": [[-0.2963, 2.2748, -2.3440], [-2.0437, -1.9885, -0.7560], [0.0890, -0.3021, -0.3973], [2.1365, -0.5432, 1.0221], [4.1360, -0.6430, 1.9457], [0.1992, 1.3908, 0.2728], [-2.4820, -0.9699, -0.7469], [-1.0812, 1.3061, 0.0883], [-0.5933, -0.2410, -0.1318], [0.0526, 0.2360, -0.4425], [-0.1169, -0.5201, 1.4897]]}

13.
{"formula": "CH3ClFNS", "method": "ωB97M-V with the def2-TZVPD basis set", "homo_energy_ev": [-9.26, -9.31], "e_lumo_ev": [-1.19, -1.18], "de_lowest_kj_mol": 415.1, "species": ["C", "N", "F", "S", "Cl", "H", "H", "H"], "positions_angstrom": [[0.1688, 1.0039, -0.1522], [0.0541, -1.6449, -0.0214], [0.0004, 2.3608, 0.0459], [-1.1226, 0.4080, -1.2867], [-2.7765, 0.2504, -0.1934], [1.1759, 0.9268, -0.6783], [0.1308, 0.5614, 0.8819], [-0.1698, -2.5789, -0.3350]], "forces_ev_per_angstrom": [[0.3797, 0.5646, 0.5686], [0.4903, 0.5177, 0.5902], [-0.1049, 0.4878, 0.0311], [1.2032, -0.2031, -0.3376], [-0.2896, 0.0798, 0.5484], [-1.3654, -0.5956, 0.5802], [0.0884, -0.0265, -1.4302], [-0.4018, -0.8248, -0.5507]]}

14.
{"formula": "CH3ClFNS", "method": "ωB97M-V with the def2-TZVPD basis set", "homo_energy_ev": [-6.16, -9.86], "e_lumo_ev": [0.22, -1.93], "multiplicity": 3, "s_squared": 2.01, "de_lowest_kj_mol": 166.4, "species": ["C", "N", "F", "S", "Cl", "H", "H", "H"], "positions_angstrom": [[-0.2086, -1.1948, 0.2786], [-0.3057, 1.1755, 0.2245], [0.1868, -0.9247, 1.5968], [-0.4010, 0.0055, -0.8617], [1.1386, 0.1236, -2.5145], [0.2325, 0.8317, 0.9639], [-0.2105, -2.2247, 0.0640], [-0.4321, 2.2079, 0.2484]], "forces_ev_per_angstrom": [[0.8227, -1.9803, 3.7992], [-0.4701, 3.1409, 1.5604], [-0.4712, -0.3231, -1.8769], [-2.4174, 1.3602, -1.8997], [1.7632, -0.0249, -1.7605], [1.0331, 0.3868, 1.4601], [-0.0962, -0.8978, -0.2811], [-0.1640, -1.6618, -1.0016]]}

15.
{"formula": "CH3ClIN", "method": "ωB97M-V with the def2-TZVPD basis set", "homo_energy_ev": -9.62, "e_lumo_ev": 0.31, "de_lowest_kj_mol": 156.8, "species": ["C", "N", "Cl", "I", "H", "H", "H"], "positions_angstrom": [[1.1513, 0.5775, 0.4753], [-0.1804, -0.4983, -0.3781], [0.8856, 2.1446, -0.2595], [2.9142, -0.2944, 0.1200], [0.6099, 0.4979, 1.4772], [-0.7799, 0.1385, -0.8395], [-0.6806, -0.6723, 0.4418]], "forces_ev_per_angstrom": [[-6.0099, -1.4938, -0.8509], [4.1627, 1.0114, 0.7647], [0.3383, 0.1920, 0.3122], [1.2510, -0.5957, 0.0349], [1.7289, 0.4205, -1.1463], [-0.3967, 1.3196, -0.8611], [-1.0743, -0.8541, 1.7466]]}

16.
{"formula": "CH3ClN2O2", "method": "ωB97M-V with the def2-TZVPD basis set", "homo_energy_ev": [-9.98, -9.98], "e_lumo_ev": [-1.47, -1.47], "de_lowest_kj_mol": 467.0, "species": ["C", "N", "N", "O", "O", "Cl", "H", "H", "H"], "positions_angstrom": [[0.0527, -0.0277, 0.0765], [-1.4757, 0.1343, -1.4368], [-1.7585, -1.1634, -1.7843], [-1.6504, -2.0097, -0.8926], [-2.2588, -1.4149, -2.8853], [-1.2074, 1.1274, -2.7725], [0.9508, 0.3091, -0.5161], [-0.1782, 0.7956, 0.7470], [-0.4141, -0.9591, 0.2722]], "forces_ev_per_angstrom": [[-1.0899, 2.7959, -2.8702], [2.0399, 0.0479, 2.4229], [-1.4332, -1.5930, -1.0083], [0.1899, 0.6755, -0.2281], [0.9637, 0.6806, 1.1245], [0.1960, 0.1420, -0.0754], [-0.9634, -1.4595, 0.4513], [-0.5109, -0.1707, 0.0140], [0.6079, -1.1187, 0.1693]]}

17.
{"formula": "CH3ClN2S", "method": "ωB97M-V with the def2-TZVPD basis set", "homo_energy_ev": -8.63, "e_lumo_ev": -0.33, "de_lowest_kj_mol": 174.3, "species": ["N", "N", "C", "S", "Cl", "H", "H", "H"], "positions_angstrom": [[0.0511, 0.4868, -0.3020], [0.1862, -0.9040, -0.0654], [1.3666, -1.4380, -0.3641], [1.6335, -3.2494, -0.7740], [2.8544, -0.4220, -0.1780], [0.2672, 1.0056, 0.5921], [0.7667, 0.8307, -1.0809], [-0.6527, -1.4591, -0.2017]], "forces_ev_per_angstrom": [[1.1079, 1.8815, -0.3561], [1.6205, 1.2436, -0.9760], [1.8106, -5.1786, -0.2352], [-0.8910, 4.7802, 1.0238], [-1.7446, -0.7622, -0.2571], [-0.2026, -0.7912, -1.4391], [-1.9991, -1.1521, 2.3317], [0.2983, -0.0212, -0.0919]]}

18.
{"formula": "CH3ClNO2S", "method": "ωB97M-V with the def2-TZVPD basis set", "homo_energy_ev": -4.13, "total_charge": -1, "e_lumo_ev": 3.68, "de_lowest_kj_mol": 223.1, "species": ["C", "N", "O", "O", "S", "Cl", "H", "H", "H"], "positions_angstrom": [[0.2849, 0.3998, 0.9863], [-0.4401, 0.6617, -0.1828], [1.4262, -0.5301, -1.6195], [-0.6883, -1.9979, -1.2302], [-0.0402, -0.5035, -1.7070], [-2.1247, 0.9438, 0.0297], [0.1784, 1.1612, 1.7365], [-0.0073, -0.5732, 1.3602], [1.4111, 0.4384, 0.6270]], "forces_ev_per_angstrom": [[2.3541, -0.7022, -0.5628], [0.0625, 0.8979, -2.7586], [-0.1849, 0.2261, 0.0108], [2.2104, 5.3197, -1.6407], [-2.5187, -4.8684, 2.8315], [0.0223, -0.3866, 0.1688], [-0.2350, 0.4853, 0.3936], [0.4153, -0.5029, 0.6910], [-2.1259, -0.4689, 0.8665]]}

19.
{"formula": "CH3ClO2", "method": "ωB97M-V with the def2-TZVPD basis set", "homo_energy_ev": [-8.07, -9.87], "e_lumo_ev": [0.29, -2.84], "multiplicity": 3, "s_squared": 2.02, "de_lowest_kj_mol": 139.1, "species": ["C", "O", "O", "Cl", "H", "H", "H"], "positions_angstrom": [[0.8080, 0.4725, -0.4844], [1.3716, 0.2066, 0.7197], [2.6914, -0.6703, 0.5098], [3.7865, 0.2132, -0.3666], [-0.1392, 0.7150, -0.2352], [0.5791, -0.3701, -1.0729], [1.2011, 1.2859, -1.0716]], "forces_ev_per_angstrom": [[0.4913, 0.9063, -0.7282], [-3.8236, 1.2928, 1.9801], [4.9394, -1.6275, -0.5632], [0.4658, -0.7793, -0.2784], [-3.4925, 1.5510, 0.7524], [0.7443, -1.5767, -0.9652], [0.6752, 0.2334, -0.1975]]}

20.
{"formula": "CH3ClO3S", "method": "ωB97M-V with the def2-TZVPD basis set", "homo_energy_ev": -10.98, "e_lumo_ev": -0.49, "de_lowest_kj_mol": 60.4, "species": ["O", "S", "O", "Cl", "C", "O", "H", "H", "H"], "positions_angstrom": [[-0.6063, 2.1299, -0.8061], [0.1562, 0.9128, -0.6732], [0.2212, 0.1078, -1.8316], [2.1036, 1.4640, -0.0936], [-0.3350, -0.4120, 0.8766], [-0.7170, -1.5640, 0.1880], [0.5399, -0.6293, 1.3567], [-1.2076, -0.1289, 1.4546], [-0.1550, -1.8802, -0.4714]], "forces_ev_per_angstrom": [[0.5460, -0.6918, 0.9234], [-1.1439, 1.0550, 1.7354], [0.6590, -1.2742, -0.7407], [-0.5938, -0.2629, -0.1677], [-1.7320, -0.9437, -3.7636], [-2.4196, 1.3156, 2.0949], [2.4694, 0.4926, 1.5254], [0.2793, 0.7137, -0.0222], [1.9357, -0.4044, -1.5849]]}